Here is 4 unconnected molecules or ions with the total composition C32H38F3N2O2 from the OMol25 dataset. Energies are from ωB97M-V/def2-TZVPD.

```
77
Properties=species:S:1:pos:R:3:forces:R:3:lowdin_charge:R:1
C 0.2838 -2.0458 2.6596 -0.65 0.27 -0.92 -0.012
C 1.1320 -1.0381 1.6496 3.98 -2.74 -1.43 -0.304
O 2.3008 -1.4893 1.1900 -7.15 3.70 2.57 -0.016
O 0.4843 0.2392 1.3140 2.82 -2.58 0.98 -0.139
C 1.4473 1.3447 1.1954 1.10 2.99 0.40 -0.181
C 1.5226 2.0327 -0.2986 0.32 -1.13 -0.58 -0.157
C 0.0426 2.1428 -1.0521 1.40 0.34 -0.37 -0.189
C -0.1809 0.7175 -1.8253 0.59 0.06 -0.56 -0.174
C -1.7303 0.3565 -2.2076 0.99 0.57 -1.70 -0.106
N -2.0115 -1.0673 -1.6658 -1.71 1.16 2.63 -0.110
N -1.7054 -2.0274 -2.5700 -1.04 -4.23 3.11 0.080
C -1.8737 -3.4442 -2.1801 -0.84 2.83 3.16 0.018
C -2.4145 -3.7920 -0.6866 -0.07 3.10 -0.09 0.045
C -2.8255 -2.5960 0.3820 2.34 0.50 -5.76 0.095
C -2.5530 -1.0805 -0.2735 -0.10 -4.79 0.23 -0.005
C -2.8706 0.1930 0.7096 0.55 -0.10 0.08 -0.114
C -4.2265 1.0359 0.3403 -0.40 -0.16 -0.73 -0.066
C -5.5028 0.7805 1.3367 -2.24 1.43 0.34 -0.215
F -5.1610 0.5913 2.7647 -1.18 0.22 -4.81 0.020
F -6.3335 2.0409 1.2733 2.57 -4.17 0.38 -0.010
F -6.4330 -0.3033 0.8463 3.40 3.36 2.02 -0.004
H 0.1957 -3.1119 2.1530 0.51 2.31 0.97 0.099
H 0.8272 -2.1612 3.6916 -0.97 0.44 -2.14 0.102
H -0.8209 -1.6599 2.7985 2.32 -0.56 -0.09 0.072
H 1.0586 2.2028 1.9300 0.61 -2.01 -1.48 0.148
H 2.5368 1.0779 1.5947 -2.48 0.20 -1.11 0.129
H 2.0986 3.0710 -0.3122 -1.40 -2.23 0.50 0.135
H 2.2015 1.3064 -0.9603 -1.50 1.60 1.28 0.125
H 0.1735 3.0278 -1.8425 -0.53 -2.08 1.61 0.130
H -0.8245 2.4714 -0.3398 1.62 -0.83 -1.15 0.103
H 0.3052 -0.2097 -1.2516 -1.18 2.22 -1.00 0.127
H 0.4399 0.7911 -2.8426 -1.44 -0.20 2.24 0.139
H -1.7788 0.3305 -3.4008 -0.20 -0.38 2.81 0.143
H -2.5313 1.1386 -1.8781 1.53 -1.75 -0.19 0.130
H -1.5726 -4.2965 -2.9587 -0.77 2.35 1.87 0.151
H -2.5125 -4.9268 -0.3743 0.18 2.64 -0.70 0.118
H -3.2365 -2.7702 1.4682 0.91 0.39 -2.48 0.129
H -1.9587 0.9294 0.7033 -1.69 -1.60 -0.12 0.105
H -2.9296 -0.2373 1.8209 0.07 0.81 -2.61 0.139
H -4.6043 0.7657 -0.7571 0.64 0.51 2.51 0.150
H -3.9787 2.1925 0.3149 -0.73 -2.48 0.44 0.153
C -5.1967 -2.2983 -4.8883 0.03 0.17 -0.11 -0.099
C -6.2223 -2.1316 -5.8184 0.10 0.08 0.02 -0.087
C -6.1614 -1.0920 -6.7460 0.18 -0.02 0.13 -0.082
C -5.0689 -0.2243 -6.7497 -0.02 -0.11 0.11 -0.086
C -4.0415 -0.3933 -5.8219 -0.15 -0.09 0.03 -0.100
C -4.1070 -1.4273 -4.8883 -0.23 0.05 -0.13 -0.113
H -5.2462 -3.1066 -4.1634 -0.02 0.08 -0.10 0.095
H -7.0702 -2.8120 -5.8199 0.14 0.12 0.00 0.106
H -6.9639 -0.9583 -7.4663 0.13 -0.03 0.11 0.107
H -5.0189 0.5830 -7.4756 -0.01 -0.13 0.11 0.106
H -3.1894 0.2820 -5.8259 -0.11 -0.08 -0.04 0.094
H -3.3091 -1.5554 -4.1621 -0.13 0.00 -0.22 0.046
C 4.4205 0.2693 7.0404 -0.12 -0.01 -0.17 -0.085
C 3.0471 0.3439 7.2701 0.05 -0.01 -0.13 -0.090
C 2.1562 0.2924 6.1983 0.15 -0.03 -0.06 -0.095
C 2.6391 0.1561 4.8965 0.19 0.01 0.24 -0.105
C 4.0125 0.0776 4.6673 -0.06 0.04 0.09 -0.090
C 4.9037 0.1385 5.7382 -0.18 0.01 0.04 -0.085
H 5.1146 0.3129 7.8756 -0.11 -0.01 -0.13 0.105
H 2.6706 0.4432 8.2851 0.06 -0.01 -0.17 0.104
H 1.0864 0.3574 6.3770 0.13 -0.01 0.00 0.099
H 1.9448 0.1110 4.0616 0.06 0.04 0.08 0.071
H 4.3885 -0.0302 3.6528 -0.03 -0.01 0.12 0.093
H 5.9738 0.0829 5.5588 -0.16 0.00 0.02 0.105
C 6.8189 1.3872 -1.5866 -0.08 0.05 0.15 -0.092
C 5.9402 0.4731 -1.0061 0.02 0.13 0.04 -0.095
C 5.3545 0.7545 0.2278 0.06 0.16 -0.05 -0.108
C 5.6404 1.9558 0.8772 0.05 -0.06 -0.21 -0.104
C 6.5162 2.8716 0.2949 -0.03 -0.09 -0.06 -0.093
C 7.1091 2.5860 -0.9347 -0.14 -0.13 0.07 -0.091
H 7.2778 1.1660 -2.5467 -0.06 0.03 0.15 0.102
H 5.7122 -0.4599 -1.5155 0.05 0.13 0.09 0.101
H 4.6751 0.0391 0.6830 0.06 0.02 -0.07 0.081
H 5.1803 2.1775 1.8365 0.08 -0.02 -0.07 0.093
H 6.7376 3.8084 0.8004 -0.02 -0.16 -0.08 0.103
H 7.7957 3.2972 -1.3854 -0.10 -0.10 0.07 0.103
```
Forces are in eV/Å.

## Properties
**Net charge**: +1
**HOMO-LUMO gap**: 5.91 eV
**HOMO**: -11.01 eV

=====

Here is a molecular structure, C32H38I2N4O5TeV from the OMol25 dataset. Energies are from ωB97M-V/def2-TZVPD.

```
83
Properties=species:S:1:pos:R:3:forces:R:3:lowdin_charge:R:1
V 1.4067 -3.4933 -0.3032 1.25 -3.97 -1.10 1.111
C -0.1804 -5.6316 4.2974 -0.79 -0.16 -1.44 0.016
O -0.1621 -4.5608 3.3191 1.40 1.24 -1.32 0.019
C 0.6906 -4.4428 2.2767 -2.70 0.32 0.13 -0.412
O 0.4940 -3.4235 1.4977 0.98 -1.93 1.22 -0.042
N 1.5070 -5.4680 1.9887 0.28 1.85 -0.92 0.112
N 2.3514 -5.2389 0.8322 0.64 -2.01 2.23 0.023
H -0.7489 -5.2810 5.1315 -0.56 0.32 0.20 0.104
H 0.7752 -5.8517 4.6659 1.59 -0.37 0.34 0.079
H -0.6529 -6.4906 3.8148 0.09 -0.01 0.29 0.118
H 1.7566 -6.0888 2.7226 0.33 -0.74 0.42 0.149
H 2.3498 -6.1508 0.3163 -0.37 1.33 -0.03 0.160
H 3.3259 -5.1573 1.1626 -0.41 0.29 0.02 0.138
I 5.2640 -5.3298 -3.1062 0.32 0.03 0.48 0.987
C 5.4832 -4.2093 -1.3495 -2.21 0.52 0.09 -0.634
C 6.7151 -3.8546 -0.7644 -0.48 -0.15 0.94 -0.196
C 6.7689 -2.9215 0.2542 -0.41 0.23 -0.44 -0.647
I 8.6427 -2.3671 0.9731 -0.04 -0.05 0.09 0.994
C 5.5561 -2.2768 0.7644 1.83 0.19 -0.41 -0.196
C 5.5270 -1.2458 1.7296 -2.35 -1.18 -0.36 0.016
C 4.2533 -0.9172 2.2588 1.41 1.22 0.71 -0.018
C 3.0547 -1.3862 1.6983 0.93 -3.12 0.12 -0.058
N 3.1297 -2.4105 0.7775 -1.00 2.11 0.00 0.056
C 4.3454 -2.7417 0.2647 -0.85 -1.21 -0.33 -0.180
C 4.3011 -3.7110 -0.7962 -0.54 -0.03 -0.20 -0.370
O 3.0403 -4.0846 -1.1672 0.27 1.43 -0.23 -0.257
H 7.5226 -4.5198 -1.0305 0.61 0.63 -0.14 0.098
H 6.4610 -0.8273 2.0292 0.27 0.31 0.65 0.061
H 4.2690 -0.3025 3.1998 -0.42 -0.32 -1.35 0.133
H 2.0823 -1.2753 2.1895 0.36 0.41 -0.50 0.120
C 0.6298 -0.2676 -2.4396 -0.68 0.63 0.38 0.016
C 0.5827 -0.9104 -1.0706 -0.07 3.11 1.62 -0.527
O 0.6282 -0.2147 0.0128 -0.16 -2.72 -3.16 -0.161
N 0.6220 -2.2659 -1.1076 0.73 -0.52 1.92 0.022
Te -1.6002 1.3741 0.5695 -0.89 1.42 -0.26 1.764
C -3.2939 2.7403 1.0977 -0.21 -2.50 -0.11 -0.331
C -4.5786 2.0984 1.1803 -0.35 0.25 0.02 -0.277
C -4.7494 0.5612 1.2522 0.19 0.11 -2.03 -0.083
C -5.7013 2.9453 1.1581 -0.02 -1.64 1.46 -0.012
C -5.6238 4.3320 1.1835 -0.54 0.45 -0.97 -0.238
C -6.8979 5.2022 0.9884 1.62 -0.24 2.07 -0.010
C -4.3582 4.8687 1.1313 2.09 0.36 0.63 0.009
C -3.1499 4.0949 1.2244 -0.98 1.46 -0.77 -0.278
C -1.7830 4.7387 1.3760 -0.46 -0.37 -1.93 -0.039
C -0.8202 2.4590 -1.1396 -0.57 0.32 -0.56 -0.380
C 0.3024 3.2498 -0.9808 0.82 0.15 0.13 -0.330
C 1.1455 3.2338 0.2727 -2.63 -0.75 1.47 -0.054
C 0.6931 4.1492 -2.0058 -0.69 -0.19 0.53 0.003
C -0.0481 4.3047 -3.1638 -0.90 -1.38 0.87 -0.244
C 0.3343 5.3537 -4.1291 1.62 0.93 -0.19 -0.047
C -1.1799 3.4221 -3.3325 0.53 1.13 -1.63 0.019
C -1.5381 2.4950 -2.3806 0.19 0.50 1.16 -0.338
C -2.6988 1.6135 -2.6164 -1.38 -0.46 -1.92 -0.068
H 1.5954 -0.6019 -2.7925 0.22 -0.06 -0.69 0.093
H 0.6636 0.8343 -2.3005 -0.12 -0.82 -0.31 0.079
H -0.1953 -0.5848 -3.1450 1.02 0.20 0.88 0.116
H -5.7794 0.1186 1.2475 0.77 1.01 0.36 0.104
H -4.1354 0.0573 1.9880 -0.03 0.20 0.55 0.059
H -4.3349 0.1942 0.2804 -0.28 -0.02 0.45 0.049
H -6.6708 2.4660 1.3573 0.34 0.21 -0.47 0.129
H -6.9676 6.0401 1.7566 0.11 -1.13 -0.99 0.112
H -7.7660 4.5521 1.0545 -0.14 0.28 -0.25 0.075
H -6.7115 5.6198 0.0266 -0.62 0.53 -0.85 0.072
H -4.1775 5.9420 1.0436 -0.37 -0.12 0.26 0.132
H -1.8272 5.6746 1.9082 0.07 0.11 0.38 0.090
H -1.3218 4.9427 0.3626 -0.53 -0.14 0.98 0.108
H -1.1694 3.9849 1.8488 0.30 0.35 0.52 0.029
H 1.7902 4.0616 0.2429 1.29 0.74 0.16 0.066
H 1.6110 2.2646 0.4964 0.21 0.35 -0.41 0.078
H 0.4456 3.4230 1.1716 1.20 -0.25 -1.22 0.062
H 1.4934 4.8630 -1.8045 0.00 -0.41 -0.06 0.126
H 0.6555 4.9001 -5.0518 -0.60 -0.23 -0.79 0.082
H 1.3318 5.8566 -3.8752 -1.68 -0.34 0.30 0.112
H -0.4733 6.0845 -4.2733 0.42 -0.17 -0.18 0.100
H -1.8022 3.4991 -4.2966 1.04 -0.15 1.61 0.155
H -3.3411 2.0095 -3.5137 1.05 -0.79 1.88 0.134
H -3.3198 1.4867 -1.7247 -0.21 0.21 -0.12 0.041
H -2.3748 0.5891 -2.9009 -0.12 0.50 0.08 0.084
C -0.7368 -5.2727 -1.1982 -0.83 0.53 2.84 -0.112
O 0.6060 -5.1328 -0.7402 -0.10 2.13 0.49 -0.318
H -1.3093 -6.1327 -0.7515 1.11 0.48 -0.48 0.117
H -0.7123 -5.2706 -2.2154 -0.09 -0.58 -3.01 0.055
H -1.3124 -4.3868 -0.9287 -0.11 0.12 0.16 0.075
```
Forces are in eV/Å.

## Properties
**Net charge**: +2
**HOMO-LUMO gap (spin up / spin down)**: 5.84 / 4.64 eV
**HOMO (spin up / spin down)**: -12.39 / -12.39 eV
**Spin multiplicity**: 2

=====

Here is a molecular structure, C32H39BIrN6 from the OMol25 dataset. Energies are from ωB97M-V/def2-TZVPD.

```
79
Properties=species:S:1:pos:R:3:forces:R:3:lowdin_charge:R:1
Ir 0.0562 -0.2192 -0.7275 -0.28 -0.14 -0.62 1.389
C -3.6014 1.9881 0.0615 0.02 0.01 0.00 -0.034
C -2.5931 1.3997 1.0580 0.00 -0.01 -0.02 -0.364
C -2.9448 1.8262 2.4828 -0.03 -0.01 -0.03 -0.035
C -2.5724 -0.0930 0.9149 -0.01 0.10 -0.05 -0.243
C -3.5319 -1.0171 1.3304 0.00 0.00 -0.01 0.033
C -3.1216 -2.2351 0.8256 -0.03 -0.01 0.05 -0.010
N -1.9745 -2.0671 0.1612 -0.11 -0.01 -0.09 0.008
N -1.6367 -0.7553 0.2184 0.36 -0.07 0.13 -0.067
B -1.1887 -3.0506 -0.7551 -0.10 0.04 0.14 -0.483
N -1.2522 -2.5067 -2.1807 0.09 0.01 -0.21 -0.010
C -1.7960 -2.9535 -3.3232 -0.08 0.04 0.01 -0.010
C -1.8710 -1.9008 -4.2154 -0.09 0.04 0.04 0.033
C -1.3647 -0.7948 -3.5222 -0.01 0.07 0.06 -0.230
N -0.9620 -1.1998 -2.3203 0.38 -0.05 0.27 -0.057
C -1.4168 0.6704 -3.8532 -0.06 -0.06 -0.04 -0.319
C -0.5892 1.0346 -5.0870 0.02 0.01 0.01 -0.031
C -1.0328 1.5538 -2.6592 0.19 0.01 -0.02 -0.052
N 0.2646 -3.0270 -0.2390 -0.02 -0.03 -0.12 -0.009
C 0.9513 -4.0850 0.1774 0.02 -0.01 0.03 -0.015
C 2.1684 -3.6567 0.6456 0.00 -0.03 -0.03 0.012
C 2.1938 -2.2703 0.5040 0.11 -0.05 -0.12 -0.188
N 1.0073 -1.8926 -0.0610 -0.07 0.09 0.28 -0.039
C 3.4420 -1.5690 1.0364 -0.16 0.08 0.09 -0.330
C 3.3217 -1.3833 2.5567 -0.01 0.04 -0.02 -0.034
C 4.0041 -0.3047 0.4074 -0.01 -0.01 -0.02 -0.045
H -3.6192 3.0752 0.1415 0.01 0.00 -0.01 0.094
H -3.3602 1.7212 -0.9686 -0.04 0.00 0.02 0.065
H -4.6049 1.6180 0.2739 0.00 0.00 0.00 0.096
H -1.5955 1.7754 0.8039 -0.02 0.00 0.05 0.106
H -3.9712 1.5440 2.7225 0.01 0.00 0.01 0.093
H -2.2904 1.3666 3.2221 0.04 -0.01 0.02 0.063
H -2.8740 2.9094 2.5789 0.00 0.00 0.00 0.095
H -4.4196 -0.8154 1.9040 0.00 0.00 -0.01 0.126
H -3.5770 -3.2102 0.8841 0.01 0.00 0.00 0.143
H -1.6440 -4.1483 -0.6831 0.06 -0.01 0.05 0.134
H -2.1266 -3.9751 -3.4140 0.03 -0.01 -0.01 0.141
H -2.2913 -1.9164 -5.2060 0.01 -0.01 0.00 0.123
H -2.4664 0.8675 -4.0881 0.00 -0.01 0.00 0.153
H 0.4753 0.8823 -4.8993 0.00 -0.02 0.00 0.075
H -0.8748 0.4194 -5.9389 0.00 0.01 -0.01 0.091
H -0.7438 2.0787 -5.3592 0.00 0.00 0.00 0.095
H 0.0258 1.7943 -2.6720 -0.02 0.04 -0.03 0.049
H -1.5738 2.5000 -2.6565 -0.04 -0.02 0.05 0.113
H -1.3358 1.0865 -1.6809 0.01 0.07 0.12 0.038
H 0.5220 -5.0708 0.1105 0.00 0.00 -0.01 0.144
H 2.9664 -4.2582 1.0452 -0.01 -0.01 -0.01 0.132
H 4.1995 -2.3363 0.8669 0.01 -0.01 0.07 0.138
H 2.6693 -0.5417 2.7948 0.03 -0.04 0.00 0.060
H 2.9302 -2.2730 3.0484 0.00 -0.01 0.00 0.090
H 4.3050 -1.1686 2.9748 0.00 0.00 0.00 0.096
H 3.3874 0.5688 0.5981 0.08 -0.03 0.03 0.056
H 4.9710 -0.1106 0.8720 0.02 -0.02 -0.02 0.101
H 4.1751 -0.4025 -0.6636 -0.02 0.01 -0.02 0.087
C -0.4347 -0.1391 5.3271 0.00 0.02 0.00 0.008
C -0.4440 -0.9128 4.1605 -0.01 -0.03 -0.02 -0.026
C 0.0041 -0.3809 2.9792 0.00 0.05 0.02 -0.023
C 0.4769 0.9606 2.9336 -0.04 0.02 -0.03 -0.215
C 0.4948 1.7171 4.1388 0.00 0.01 0.00 0.014
C 0.0377 1.1765 5.3138 -0.01 0.00 0.01 -0.025
C 0.9818 1.5752 1.7679 0.08 -0.02 0.07 0.003
C 0.9972 1.0845 0.4682 -0.30 -0.06 -0.17 -0.195
C 1.7011 1.7699 -0.6165 0.16 0.04 0.16 -0.304
C 1.8945 3.1450 -0.7623 -0.06 0.01 -0.02 0.010
C 2.4490 3.6340 -1.9340 0.01 -0.01 -0.02 -0.016
C 2.8033 2.7745 -2.9726 0.00 0.01 -0.01 -0.020
C 2.5937 1.4066 -2.8584 0.01 0.02 0.04 -0.043
C 2.0565 0.9145 -1.6792 -0.19 -0.03 -0.10 -0.169
H -0.7892 -0.5692 6.2550 0.00 0.00 0.00 0.128
H -0.7970 -1.9345 4.1976 0.01 0.00 0.00 0.124
H 0.0332 -0.9843 2.0858 -0.01 -0.01 -0.03 0.089
H 0.8691 2.7331 4.1143 0.00 0.00 -0.01 0.132
H 0.0474 1.7586 6.2246 0.00 -0.01 0.00 0.126
H 1.4482 2.5460 1.9285 0.02 0.00 -0.02 0.131
H 1.5903 3.8302 0.0185 0.01 -0.01 0.01 0.126
H 2.6115 4.6979 -2.0442 0.00 0.00 0.00 0.126
H 3.2468 3.1770 -3.8735 0.00 0.00 0.01 0.127
H 2.8820 0.7352 -3.6559 -0.01 0.00 0.00 0.129
H 2.0277 -0.1865 -1.5648 0.07 0.03 0.09 0.097
```
Forces are in eV/Å.

## Properties
**Net charge**: +2
**HOMO-LUMO gap (spin up / spin down)**: 7.21 / 5.67 eV
**HOMO (spin up / spin down)**: -14.22 / -14.51 eV
**Spin multiplicity**: 2

=====

no.,strongest force on any atom (eV/Å)
1,8.45
2,4.30
3,0.69